[1]
{
  "formula": "C3H10NO2",
  "method": "the ωB97M-V functional and the def2-TZVPD basis",
  "species": ["C", "C", "C", "O", "N", "H", "H", "H", "H", "H", "H", "H", "H", "H", "H", "O"],
  "coordinates": [[0.47, -0.40, 0.68], [-0.56, -0.52, -0.43], [0.00, -1.36, -1.66], [-1.10, -1.78, -2.31], [1.17, 0.90, 0.62], [1.18, -1.23, 0.77], [-0.07, -0.36, 1.62], [-1.50, -0.95, -0.13], [-0.67, 0.45, -0.89], [0.62, -2.19, -1.27], [0.58, -0.64, -2.25], [1.72, 1.02, 1.47], [1.84, 0.93, -0.14], [-1.83, 1.60, 1.07], [-0.46, 2.19, 1.31], [-1.40, 2.32, 1.54]],
  "nbo_charge": [-0.236, -0.402, -0.104, -0.288, -0.856, 0.181, 0.206, 0.228, 0.227, 0.155, 0.171, 0.367, 0.359, 0.458, 0.485, -0.951],
  "energy_ev": -8855.7576,
  "orbital_gap_ev": [11.1, 8.7],
  "e_lumo_ev": [0.7678, -1.5046],
  "e_above_lowest_kcal_mol": 1.3,
  "multiplicity": 2,
  "homo_energy_ev": [-10.3, -10.2]
}

***

[2]
{
  "formula": "C3H10NO2",
  "method": "the ωB97M-V functional and the def2-TZVPD basis",
  "species": ["C", "C", "C", "N", "H", "H", "H", "H", "H", "H", "H", "H", "O", "H", "H", "O"],
  "coordinates": [[1.77, -0.76, 0.28], [1.07, -1.69, 0.92], [0.28, 1.15, 0.80], [1.36, 0.62, 0.39], [2.61, -0.94, -0.36], [0.16, -1.55, 1.49], [1.36, -2.72, 0.78], [0.15, 2.19, 0.53], [-0.59, 0.57, 1.08], [2.03, 1.24, -0.08], [-1.59, 2.00, -1.70], [-0.67, 1.37, -2.66], [-0.73, 1.57, -1.73], [-3.15, -0.90, 0.29], [-1.89, -1.33, -0.37], [-2.19, -0.82, 0.36]],
  "nbo_charge": [-0.085, -0.311, 0.139, -0.414, 0.246, 0.232, 0.241, 0.236, 0.260, 0.436, 0.485, 0.487, -0.963, 0.493, 0.477, -0.960],
  "energy_ev": -8850.3368,
  "orbital_gap_ev": 9.9,
  "e_lumo_ev": -4.9269,
  "e_above_lowest_kcal_mol": 46.2,
  "charge": 1,
  "homo_energy_ev": -14.8
}

***

[3]
{
  "formula": "C3H10NO2",
  "method": "the ωB97M-V functional and the def2-TZVPD basis",
  "species": ["O", "C", "C", "C", "N", "H", "H", "H", "H", "H", "H", "H", "H", "H", "H", "O"],
  "coordinates": [[-2.02, -0.44, -1.24], [-1.51, -1.21, -0.44], [-0.29, -0.91, 0.47], [1.02, -1.11, -0.22], [-0.47, 0.51, 1.08], [-2.01, -2.12, -0.16], [-0.24, -1.60, 1.36], [1.13, -0.45, -1.12], [1.15, -2.18, -0.64], [1.84, -0.98, 0.59], [0.39, 0.66, 1.76], [-1.28, 0.72, 1.65], [-0.48, 1.19, 0.33], [1.61, 2.82, -1.01], [0.45, 2.47, -1.65], [0.70, 2.64, -0.76]],
  "nbo_charge": [-0.457, 0.408, -0.141, -0.655, -0.696, 0.153, 0.237, 0.247, 0.280, 0.240, 0.455, 0.447, 0.472, 0.489, 0.478, -0.956],
  "energy_ev": -8850.6619,
  "orbital_gap_ev": 10.9,
  "e_lumo_ev": -3.8322,
  "e_above_lowest_kcal_mol": 38.7,
  "charge": 1,
  "homo_energy_ev": -14.7
}

***

[4]
{
  "formula": "C3H10NO2S",
  "method": "the ωB97M-V functional and the def2-TZVPD basis",
  "species": ["C", "C", "S", "N", "C", "O", "H", "H", "H", "H", "H", "H", "H", "H", "H", "H", "O"],
  "coordinates": [[0.91, 0.72, 0.29], [2.03, 0.92, 1.37], [1.64, 2.29, 2.58], [0.69, -0.67, -0.11], [-0.73, -0.95, -0.58], [-0.81, -0.99, -1.96], [1.29, 1.44, -0.49], [-0.09, 0.94, 0.70], [2.06, -0.02, 1.98], [2.99, 0.91, 0.95], [0.47, 2.41, 2.00], [1.35, -0.85, -1.02], [-1.49, -0.23, -0.15], [-0.95, -1.84, -0.03], [-3.66, -1.87, -1.55], [-2.41, -1.17, -2.15], [-3.30, -1.06, -1.84]],
  "nbo_charge": [-0.231, -0.498, -0.111, -0.684, 0.118, -0.958, 0.161, 0.189, 0.206, 0.195, 0.124, 0.359, 0.101, 0.090, 0.439, 0.507, -1.008],
  "energy_ev": -19692.5812,
  "orbital_gap_ev": 6.3,
  "e_lumo_ev": 3.0803,
  "e_above_lowest_kcal_mol": 34.5,
  "charge": -1,
  "homo_energy_ev": -3.2
}

***

[5]
{
  "formula": "C3H10NO3",
  "method": "the ωB97M-V functional and the def2-TZVPD basis",
  "species": ["C", "O", "C", "C", "O", "N", "H", "H", "H", "H", "H", "H", "H", "H", "H", "H", "O"],
  "coordinates": [[1.43, -0.19, 0.08], [2.15, 0.68, -0.62], [-0.15, 0.22, -0.21], [-0.36, 0.01, -1.69], [-1.83, 0.34, -2.16], [-1.06, -0.61, 0.61], [1.64, -0.19, 1.16], [1.59, -1.24, -0.19], [-0.17, 1.28, 0.31], [0.31, 0.54, -2.38], [-0.34, -1.20, -1.81], [-1.90, 1.25, -2.42], [-1.95, -0.32, 0.54], [-1.16, -1.60, 0.05], [-0.68, -0.46, 3.23], [0.38, -0.11, 2.55], [0.20, -0.26, 3.48]],
  "nbo_charge": [0.012, -0.954, -0.152, -0.065, -0.808, -0.856, 0.077, 0.071, 0.198, 0.222, 0.156, 0.452, 0.340, 0.325, 0.461, 0.482, -0.959],
  "energy_ev": -10903.9941,
  "orbital_gap_ev": 6.4,
  "e_lumo_ev": 3.6748,
  "e_above_lowest_kcal_mol": 45.9,
  "charge": -1,
  "homo_energy_ev": -2.7
}

***

[6]
{
  "formula": "C3H10NO3",
  "method": "the ωB97M-V functional and the def2-TZVPD basis",
  "species": ["O", "C", "O", "C", "C", "N", "H", "H", "H", "H", "H", "H", "H", "H", "H", "H", "O"],
  "coordinates": [[-1.00, 0.81, -2.38], [-0.93, -0.22, -1.82], [-0.97, -1.50, -2.43], [-1.29, -0.56, -0.46], [-0.32, -1.54, 0.16], [-1.32, 0.58, 0.54], [-0.66, -1.47, -3.37], [-2.31, -1.00, -0.54], [-0.40, -2.52, -0.27], [0.85, -1.30, -0.13], [-0.20, -1.76, 1.29], [-2.02, 0.52, 1.27], [-1.56, 1.49, 0.01], [-0.35, 0.58, 1.01], [4.45, 3.38, 2.50], [4.13, 1.83, 2.63], [3.90, 2.68, 1.99]],
  "nbo_charge": [-0.491, 0.761, -0.700, -0.181, -0.685, -0.688, 0.531, 0.292, 0.293, 0.229, 0.257, 0.459, 0.475, 0.449, 0.550, 0.559, -0.110],
  "energy_ev": -10883.1646,
  "orbital_gap_ev": [8.8, 2.1],
  "e_lumo_ev": [-8.8108, -15.4822],
  "e_above_lowest_kcal_mol": 57.3,
  "multiplicity": 2,
  "charge": 2,
  "homo_energy_ev": [-17.6, -17.6]
}

***

[7]
{
  "formula": "C3H10NO3S",
  "method": "the ωB97M-V functional and the def2-TZVPD basis",
  "species": ["C", "C", "S", "C", "N", "O", "H", "H", "H", "H", "H", "H", "H", "H", "O", "H", "H", "O"],
  "coordinates": [[-1.06, -0.62, -1.10], [-0.04, 0.50, -0.79], [1.63, -0.26, -0.49], [-1.34, -1.55, 0.01], [-0.42, -2.52, 0.34], [-2.41, -1.57, 0.62], [-0.61, -1.27, -1.88], [-1.95, -0.17, -1.51], [-0.36, 0.93, 0.13], [0.16, 1.23, -1.60], [-0.60, -3.35, 0.87], [0.45, -2.53, -0.17], [1.80, 0.95, 2.08], [0.36, 0.60, 2.23], [0.96, 1.34, 2.38], [1.83, 2.62, -0.69], [0.54, 2.52, 0.02], [1.06, 3.17, -0.46]],
  "nbo_charge": [-0.516, -0.517, -0.763, 0.677, -0.839, -0.664, 0.216, 0.218, 0.172, 0.227, 0.384, 0.412, 0.491, 0.471, -0.966, 0.481, 0.482, -0.967],
  "energy_ev": -21742.9033,
  "orbital_gap_ev": 7.0,
  "e_lumo_ev": 3.6590,
  "e_above_lowest_kcal_mol": 14.5,
  "charge": -1,
  "homo_energy_ev": -3.3
}

***

[8]
{
  "formula": "C3H10NO4S",
  "method": "the ωB97M-V functional and the def2-TZVPD basis",
  "species": ["C", "C", "S", "N", "C", "O", "O", "H", "H", "H", "H", "H", "H", "H", "H", "O", "H", "H", "O"],
  "coordinates": [[0.26, -0.04, 1.94], [1.55, -0.08, 1.17], [1.83, -1.25, -0.16], [-0.81, 0.95, 1.55], [-1.28, 0.94, 0.21], [-0.89, -0.04, -0.55], [-1.89, 1.90, -0.26], [-0.18, -1.00, 1.69], [0.47, 0.20, 3.03], [1.81, 1.07, 0.90], [2.29, -0.20, 1.96], [1.37, -0.25, -1.04], [-1.01, 1.78, 2.18], [-0.98, -1.40, -1.56], [-0.21, -2.73, -1.35], [-0.59, -2.26, -2.03], [0.06, 1.25, -2.35], [-1.30, 0.42, -2.37], [-0.49, 0.72, -2.95]],
  "nbo_charge": [-0.237, -0.563, -0.060, -0.703, 0.873, -0.900, -0.758, 0.215, 0.180, 0.209, 0.206, 0.197, 0.387, 0.520, 0.449, -1.001, 0.462, 0.510, -0.986],
  "energy_ev": -23789.5702,
  "orbital_gap_ev": 8.0,
  "e_lumo_ev": 3.2048,
  "e_above_lowest_kcal_mol": 40.0,
  "charge": -1,
  "homo_energy_ev": -4.8
}